No. 1
{"formula": "C30H40N5O5SSi2Ti", "method": "wB97M-V/def2-TZVPD", "homo_ev": [-3.07, -5.20], "multiplicity": 3, "total_charge": -1, "lumo_ev": [2.59, 2.51], "de_lowest_ev": 0.050, "species": ["Ti", "O", "C", "C", "N", "C", "C", "O", "O", "C", "C", "O", "O", "H", "H", "H", "H", "H", "H", "H", "H", "H", "N", "C", "C", "C", "C", "C", "C", "S", "N", "C", "C", "C", "C", "C", "C", "N", "H", "H", "H", "H", "H", "H", "H", "H", "H", "C", "Si", "C", "C", "C", "C", "C", "C", "C", "C", "N", "Si", "C", "C", "C", "H", "H", "H", "H", "H", "H", "H", "H", "H", "H", "H", "H", "H", "H", "H", "H", "H", "H", "H", "H", "H", "H"], "xyz": [[0.420521, 0.041163, -0.272427], [-1.614218, 1.149239, 2.211838], [-2.308572, -0.048081, 2.477306], [-1.545869, -1.329498, 2.162316], [-1.314104, -1.625550, 0.734337], [-0.701069, -2.950742, 0.607137], [0.827321, -2.893975, 0.586067], [1.471411, -3.875781, 0.919469], [1.293569, -1.791178, 0.125766], [-2.526606, -1.485413, -0.064339], [-2.609874, -0.117371, -0.743634], [-3.630637, 0.198199, -1.329311], [-1.549799, 0.609833, -0.616716], [-1.598742, 1.274004, 1.250279], [-3.286370, -0.047923, 1.980104], [-2.502150, -0.058198, 3.552370], [-2.116162, -2.161206, 2.608129], [-0.574052, -1.292726, 2.658106], [-0.983043, -3.389854, -0.352015], [-1.027523, -3.636534, 1.394973], [-3.446578, -1.651739, 0.505475], [-2.523489, -2.226427, -0.862447], [2.333265, 2.058961, 3.118571], [1.979604, 1.381585, 4.296212], [1.856757, 2.028599, 5.517980], [1.545553, 1.297532, 6.656756], [1.322136, -0.068818, 6.573964], [1.413702, -0.710103, 5.344267], [1.764783, 0.007442, 4.211467], [2.019476, -0.737325, 2.638173], [1.356607, 0.477640, 1.636320], [1.622960, 1.738731, 1.948771], [1.099675, 2.748378, 1.117116], [1.245392, 4.140569, 1.343713], [0.562163, 5.030253, 0.568473], [-0.305544, 4.538616, -0.430495], [-0.372795, 3.180236, -0.626914], [0.339265, 2.277371, 0.065134], [2.440066, 3.051246, 3.255590], [2.009133, 3.100702, 5.577530], [1.462838, 1.804469, 7.609890], [1.065996, -0.633183, 7.461320], [1.228839, -1.774277, 5.258798], [1.898451, 4.507133, 2.125628], [0.674615, 6.095001, 0.730455], [-0.904238, 5.202526, -1.037156], [-1.042607, 2.773078, -1.368303], [3.022462, 1.466082, -4.493581], [2.062747, 1.667025, -2.866338], [2.723667, 3.265453, -2.131643], [0.298474, 1.850160, -3.518250], [2.251652, 0.186804, -1.738310], [1.626582, -0.914299, -2.485042], [2.230094, -1.862232, -3.324813], [1.442924, -2.778064, -3.989672], [0.058402, -2.753688, -3.825214], [-0.471117, -1.824567, -2.954924], [0.286672, -0.951234, -2.294366], [3.987878, -0.065110, -1.101282], [4.407115, 1.140199, 0.279821], [4.328546, -1.801252, -0.478273], [5.337817, 0.248847, -2.403972], [2.679627, 2.223422, -5.205964], [2.824896, 0.486260, -4.938504], [4.100207, 1.575347, -4.379096], [2.523583, 4.085140, -2.827956], [3.806466, 3.200556, -1.996203], [2.277389, 3.518946, -1.170527], [0.098992, 2.890682, -3.791032], [-0.469272, 1.508811, -2.828044], [0.201895, 1.245207, -4.424722], [3.303404, -1.853711, -3.458057], [1.899025, -3.506604, -4.649535], [-0.585522, -3.444236, -4.351753], [-1.540152, -1.760486, -2.782669], [4.053237, 0.766998, 1.241923], [3.970552, 2.127693, 0.114893], [5.493266, 1.255655, 0.346670], [3.694761, -2.046623, 0.372496], [5.377728, -1.881449, -0.177288], [4.140503, -2.559432, -1.242269], [5.404748, 1.305484, -2.674028], [5.177060, -0.319737, -3.323466], [6.305533, -0.049455, -1.989252]], "forces_ev_per_a": [[-0.14, -0.28, 0.19], [-0.07, -0.01, 0.03], [0.02, 0.02, -0.05], [0.02, 0.07, 0.02], [0.04, -0.05, -0.04], [0.05, 0.03, 0.09], [-0.08, 0.02, -0.16], [0.00, 0.01, 0.05], [0.16, 0.05, -0.01], [0.02, -0.01, -0.05], [-0.05, 0.02, 0.18], [0.01, -0.02, -0.06], [0.00, 0.10, -0.19], [0.05, 0.06, -0.01], [0.00, 0.00, 0.01], [0.00, -0.02, 0.01], [-0.03, 0.01, 0.00], [0.00, -0.04, -0.01], [0.00, 0.01, 0.00], [-0.01, -0.01, 0.00], [0.01, -0.01, 0.01], [-0.01, -0.02, 0.00], [-0.09, 0.08, 0.01], [0.03, 0.00, 0.00], [0.00, 0.00, 0.03], [0.00, 0.04, -0.01], [-0.01, -0.05, 0.00], [-0.01, -0.01, 0.02], [0.04, 0.04, -0.11], [0.01, -0.03, 0.07], [0.02, 0.07, -0.08], [0.03, -0.15, 0.04], [0.00, -0.04, -0.01], [0.01, 0.00, 0.01], [0.00, 0.00, 0.01], [0.01, 0.02, 0.02], [-0.02, 0.04, -0.01], [0.05, 0.08, -0.05], [0.01, -0.03, 0.00], [0.00, 0.00, 0.00], [0.00, 0.00, 0.00], [0.00, -0.01, -0.01], [0.00, 0.00, 0.00], [-0.01, 0.02, -0.01], [0.00, 0.00, 0.00], [-0.01, -0.02, -0.01], [0.01, -0.03, -0.01], [0.01, -0.01, 0.03], [0.04, -0.01, -0.10], [-0.03, 0.00, 0.04], [0.01, -0.01, 0.02], [-0.05, 0.08, 0.01], [-0.12, 0.18, 0.24], [-0.03, -0.12, -0.10], [0.04, 0.06, 0.04], [-0.02, -0.03, -0.02], [0.01, 0.01, -0.04], [0.02, -0.12, -0.01], [0.12, -0.02, 0.00], [-0.03, 0.00, 0.03], [-0.04, -0.01, 0.00], [-0.03, -0.01, -0.01], [-0.01, 0.00, 0.01], [0.01, 0.01, -0.01], [-0.01, 0.00, -0.03], [0.01, 0.01, 0.01], [0.00, 0.00, -0.02], [0.03, 0.01, -0.03], [-0.01, -0.01, 0.01], [-0.05, 0.03, -0.01], [0.01, 0.00, 0.00], [0.01, 0.02, 0.01], [0.00, 0.00, 0.00], [-0.01, 0.01, 0.01], [0.00, -0.01, 0.00], [0.00, 0.03, 0.01], [0.00, -0.01, 0.02], [0.00, 0.00, -0.01], [0.02, -0.03, -0.01], [0.01, 0.03, -0.01], [0.00, -0.01, 0.02], [0.02, -0.01, 0.00], [0.02, 0.01, -0.01], [-0.01, 0.00, 0.02]], "lowdin_spin": [0.989, 0.005, 0.000, 0.002, 0.001, 0.000, 0.003, 0.004, 0.010, 0.001, 0.002, 0.001, 0.013, 0.001, 0.000, 0.000, 0.000, 0.001, 0.000, 0.000, 0.000, 0.000, 0.043, 0.008, 0.004, 0.001, 0.005, 0.001, 0.009, 0.020, 0.140, 0.158, 0.137, 0.049, 0.060, 0.113, 0.019, 0.163, 0.001, 0.000, 0.000, 0.000, 0.000, 0.002, 0.002, 0.007, -0.001, -0.001, 0.000, 0.000, 0.003, 0.000, 0.006, -0.001, 0.006, -0.001, 0.005, 0.001, 0.001, 0.002, 0.000, 0.000, 0.000, 0.000, 0.000, 0.000, 0.000, -0.001, 0.000, 0.001, 0.000, 0.000, 0.000, 0.000, 0.000, -0.001, 0.001, 0.000, 0.000, 0.000, 0.000, 0.000, 0.000, 0.000]}

=====

No. 2
{"formula": "C5H15N6O2", "method": "wB97M-V/def2-TZVPD", "homo_ev": [-11.85, -11.85], "total_charge": 1, "lumo_ev": [-4.35, -4.53], "de_lowest_ev": 1.643, "species": ["C", "C", "C", "C", "C", "N", "N", "N", "N", "N", "N", "O", "O", "H", "H", "H", "H", "H", "H", "H", "H", "H", "H", "H", "H", "H", "H", "H"], "xyz": [[0.543103, -2.600919, -0.106240], [0.862588, -1.256902, 0.720008], [0.893051, -0.039242, -0.198508], [-0.372023, 0.298631, -1.007961], [-1.477094, 0.979015, -0.466469], [1.613678, 1.081887, 0.541715], [-2.212322, -0.186163, 0.983667], [-0.450368, -0.463869, -2.080402], [1.056636, 1.451380, 1.795476], [-2.601710, 1.328594, -1.252155], [-1.576788, 1.481371, 0.934357], [1.820595, 2.248346, -0.196110], [-3.356921, -0.286252, 0.944075], [1.270798, -2.658004, -1.024381], [-0.575393, -2.503294, -0.463165], [0.777089, -3.432897, 0.503415], [0.075655, -1.280743, 1.581143], [1.896395, -1.427199, 1.209042], [1.600383, -0.221683, -0.927283], [0.319662, -0.982231, -2.220478], [-1.173203, -0.504320, -2.743424], [0.878630, 2.408957, 1.701074], [1.780057, 1.366834, 2.485830], [-3.509620, 1.105970, -0.815054], [-2.735792, 0.844131, -2.177566], [2.809245, 2.411802, -0.237403], [-2.184348, 2.256413, 1.162974], [-0.748132, 1.271764, 1.522524]], "forces_ev_per_a": [[-0.30, 2.96, -2.04], [-0.43, -2.62, 1.21], [-0.20, 2.61, 2.09], [-1.31, -0.10, 3.28], [-0.62, 0.95, 0.05], [0.20, -1.33, 0.26], [-1.10, -1.64, 0.84], [-1.72, 2.15, 0.38], [-0.17, -1.56, -0.29], [-0.84, -0.88, -0.83], [1.02, -1.05, -2.26], [0.91, 0.28, -0.83], [0.70, 0.25, -0.41], [-1.47, 0.04, 1.48], [2.28, -0.82, 0.67], [-0.31, -0.94, 0.56], [1.47, 0.67, -1.55], [-1.61, 0.72, -0.85], [1.61, -0.69, -1.70], [2.94, -2.34, -1.17], [-0.93, 0.10, -0.68], [-0.46, 1.93, 0.04], [0.33, -0.17, 0.37], [0.53, 0.30, 0.34], [0.94, 0.81, 1.23], [-1.55, -0.55, 0.18], [0.06, 0.24, -0.26], [0.00, 0.67, -0.12]], "nbo_charge": [-0.605, -0.422, -0.122, 0.283, 0.194, -0.019, 0.294, -0.694, -0.695, -0.821, -0.642, -0.591, -0.221, 0.194, 0.208, 0.237, 0.234, 0.249, 0.216, 0.401, 0.412, 0.369, 0.383, 0.386, 0.389, 0.494, 0.432, 0.455]}

=====

No. 3
{"formula": "C2H14N2O3", "method": "wB97M-V/def2-TZVPD", "homo_ev": -9.19, "total_charge": 0, "smiles": "NCCN.O.O.O", "lumo_ev": 0.71, "de_lowest_ev": 1.056, "species": ["N", "C", "C", "N", "H", "H", "H", "H", "H", "H", "H", "H", "O", "H", "H", "O", "H", "H", "O", "H", "H"], "xyz": [[-2.510140, 1.077760, 2.390548], [-1.107079, 0.959423, 1.992123], [-0.956156, -0.089376, 0.856798], [0.466504, -0.284702, 0.622412], [-2.831216, 0.144307, 2.637857], [-2.663223, 1.674184, 3.184898], [-0.432636, 0.599171, 2.765855], [-0.768209, 1.902431, 1.566982], [-1.484456, -1.005355, 1.136976], [-1.520696, 0.268195, -0.016044], [0.742692, -1.219625, 0.446278], [0.810739, 0.379984, -0.036850], [3.954753, -1.526987, -0.201847], [4.364760, -0.707041, -0.427468], [4.152109, -1.604089, 0.730240], [1.000751, 1.132543, -2.373407], [0.118157, 1.069037, -2.071099], [0.961068, 0.878810, -3.285837], [-1.451708, -0.933345, -2.552233], [-2.096645, -1.594813, -2.370468], [-0.791108, -1.016210, -1.845400]], "forces_ev_per_a": [[0.09, -0.63, -0.44], [-0.45, -0.74, -0.75], [-0.47, 0.78, 0.44], [-0.89, 0.36, 0.55], [-0.16, 0.27, 0.10], [0.14, 0.18, 0.20], [0.15, 0.32, 0.31], [0.17, 0.18, 0.32], [0.39, -0.18, 0.19], [0.16, 0.06, -0.03], [0.35, -0.60, -0.44], [0.57, -0.04, -0.46], [-0.35, -0.69, 0.12], [0.34, 0.91, -0.50], [-0.05, -0.22, 0.38], [1.45, 0.29, 0.33], [-1.57, -0.02, 0.36], [-0.01, -0.24, -0.73], [1.12, 0.84, 0.06], [-0.79, -0.76, 0.23], [-0.22, -0.08, -0.25]], "nbo_charge": [-0.841, -0.218, -0.231, -0.864, 0.345, 0.360, 0.170, 0.182, 0.177, 0.171, 0.373, 0.374, -0.932, 0.467, 0.465, -0.942, 0.467, 0.476, -0.947, 0.472, 0.474]}

=====

No. 4
{"formula": "C18H34CuN2OS5Se2", "method": "wB97M-V/def2-TZVPD", "homo_ev": [-13.17, -13.17], "multiplicity": 2, "total_charge": 2, "lumo_ev": [-4.50, -8.38], "de_lowest_ev": 0.291, "species": ["Cu", "C", "C", "S", "C", "C", "S", "C", "C", "S", "H", "H", "H", "H", "H", "H", "H", "H", "H", "H", "H", "H", "C", "Se", "C", "C", "Se", "C", "H", "H", "H", "H", "H", "H", "H", "H", "H", "H", "C", "S", "O", "C", "C", "C", "C", "C", "C", "H", "H", "H", "H", "H", "H", "H", "H", "N", "C", "N", "S", "H", "H", "H", "H"], "xyz": [[-0.047908, 0.432691, -0.163480], [-2.639654, 1.608636, 3.879275], [-1.282246, 2.305404, 3.832834], [-0.185148, 1.737380, 2.492177], [-0.058947, 3.188228, 1.417478], [-1.300114, 3.476229, 0.583531], [-1.727632, 2.130637, -0.573173], [-3.397984, 1.600662, -0.094733], [-3.516370, 0.936595, 1.275074], [-3.815247, 2.140069, 2.608002], [-3.119864, 1.835321, 4.831550], [-2.532586, 0.524961, 3.818004], [-0.742049, 2.118543, 4.761198], [-1.399153, 3.383470, 3.721640], [0.800556, 2.981131, 0.775635], [0.184989, 4.059892, 2.024734], [-1.144765, 4.371786, -0.017991], [-2.170452, 3.627377, 1.215332], [-3.663256, 0.900712, -0.888873], [-4.051536, 2.466744, -0.187296], [-2.606922, 0.392850, 1.509871], [-4.355222, 0.239521, 1.266286], [3.710435, -2.051814, -2.462325], [3.340355, -2.154798, -0.571060], [4.781716, -1.041689, 0.067380], [4.483461, -0.929683, 1.531856], [2.701144, -0.153521, 1.686685], [2.375130, -0.867785, 3.451678], [4.082556, -1.060171, -2.699401], [2.782685, -2.243126, -2.993158], [4.450143, -2.812723, -2.705099], [4.727335, -0.083762, -0.450059], [5.733201, -1.524070, -0.146524], [5.185151, -0.295774, 2.068697], [4.462715, -1.912137, 2.001557], [3.236554, -0.630362, 4.071496], [2.224667, -1.943517, 3.396029], [1.486397, -0.376534, 3.836515], [-1.030723, -3.779875, 1.064342], [-1.609174, -2.153392, 0.654685], [-0.381209, -1.263976, 0.865584], [-1.840369, -2.310559, -1.092715], [-3.104946, -2.053876, -1.604313], [-3.302909, -2.113782, -2.979614], [-2.241200, -2.425684, -3.815894], [-0.974876, -2.675175, -3.288900], [-0.765793, -2.613999, -1.920937], [-0.220652, -4.069976, 0.396088], [-1.879966, -4.462015, 0.970114], [-0.694832, -3.743876, 2.102314], [-3.927984, -1.823389, -0.934040], [-4.286976, -1.925440, -3.393616], [-2.400624, -2.482360, -4.886023], [-0.156830, -2.937219, -3.948994], [0.218611, -2.786946, -1.503354], [2.535738, 2.554555, -3.489885], [1.487145, 2.114977, -2.793849], [0.295132, 2.599442, -3.100721], [1.742192, 0.940420, -1.557036], [2.447704, 3.232708, -4.230428], [3.455088, 2.239286, -3.245222], [0.169834, 3.278145, -3.835379], [-0.524514, 2.284633, -2.603548]], "forces_ev_per_a": [[-0.27, 0.34, -0.34], [0.06, 0.08, -0.12], [-0.05, -0.12, -0.02], [0.10, 0.09, -0.08], [-0.07, -0.09, 0.03], [0.07, -0.01, -0.13], [0.03, -0.17, 0.20], [0.12, -0.02, 0.13], [-0.10, 0.11, -0.09], [0.00, 0.02, 0.05], [0.00, -0.01, 0.01], [0.00, 0.01, 0.09], [-0.02, 0.04, 0.03], [-0.01, -0.01, 0.06], [0.01, 0.06, 0.00], [0.02, 0.04, -0.01], [0.01, 0.02, 0.02], [-0.05, 0.05, 0.04], [-0.03, -0.01, 0.00], [-0.07, -0.01, -0.01], [0.08, -0.11, 0.00], [0.02, -0.02, -0.05], [-0.07, 0.06, -0.10], [-0.14, -0.20, -0.01], [0.08, -0.08, -0.24], [0.14, 0.24, 0.26], [0.22, -0.11, 0.05], [-0.32, 0.01, 0.00], [-0.06, 0.03, -0.03], [0.01, 0.00, -0.06], [-0.02, -0.01, 0.02], [0.00, 0.02, 0.00], [0.06, 0.01, 0.04], [0.06, 0.05, 0.04], [-0.03, -0.02, 0.10], [0.03, 0.01, -0.01], [0.03, 0.00, -0.03], [0.00, -0.02, 0.01], [-0.01, -0.22, 0.04], [-0.10, 0.34, 0.20], [0.06, -0.26, -0.13], [0.06, 0.04, -0.03], [-0.04, 0.00, 0.01], [-0.05, -0.01, 0.02], [0.03, -0.01, 0.02], [0.01, -0.03, 0.01], [-0.07, 0.05, -0.21], [-0.02, -0.01, 0.07], [0.13, 0.02, 0.00], [-0.05, -0.03, -0.10], [0.07, -0.02, -0.05], [0.08, -0.02, 0.04], [0.03, 0.00, 0.06], [-0.04, 0.05, 0.01], [0.00, -0.01, 0.03], [-0.04, -0.04, 0.05], [0.10, -0.08, 0.15], [-0.17, -0.01, -0.05], [0.10, -0.01, -0.03], [-0.01, -0.03, 0.03], [0.10, -0.03, 0.03], [0.01, 0.00, 0.01], [-0.01, 0.02, 0.01]], "lowdin_spin": [0.005, 0.000, 0.000, 0.004, 0.000, 0.000, 0.000, 0.000, 0.000, 0.000, 0.000, 0.000, 0.000, 0.000, 0.000, 0.000, 0.000, 0.000, 0.000, 0.000, 0.000, 0.000, 0.043, 0.364, 0.013, 0.018, 0.439, 0.046, 0.000, 0.001, 0.014, 0.003, 0.004, 0.008, 0.003, 0.010, 0.008, 0.000, 0.000, 0.000, 0.003, 0.000, 0.000, 0.000, 0.000, 0.000, 0.001, 0.000, 0.000, 0.000, 0.000, 0.000, 0.000, 0.000, 0.001, 0.001, 0.001, 0.001, 0.006, 0.000, 0.000, 0.000, 0.000]}

=====

No. 5
{"formula": "C3H12N2O", "method": "wB97M-V/def2-TZVPD", "homo_ev": -9.19, "total_charge": 0, "smiles": "NCCCN.O", "lumo_ev": 0.88, "de_lowest_ev": 0.447, "species": ["N", "C", "C", "C", "N", "H", "H", "H", "H", "H", "H", "H", "H", "H", "H", "O", "H", "H"], "xyz": [[1.277630, 2.176761, -1.620232], [-0.126473, 1.843822, -1.392876], [-0.388941, 1.009096, -0.133396], [0.683916, -0.036467, 0.094725], [0.351308, -1.033705, 1.098260], [1.771104, 2.106319, -0.739923], [1.392768, 3.106807, -1.988169], [-0.707554, 2.765692, -1.335032], [-0.573423, 1.255373, -2.200866], [-1.331533, 0.475189, -0.272108], [-0.472041, 1.614665, 0.776213], [0.756728, -0.605066, -0.834916], [1.675341, 0.401789, 0.223993], [0.719198, -0.751443, 2.004436], [0.786825, -1.926716, 0.917841], [-1.991770, -4.378227, 1.484709], [-2.458617, -4.374609, 2.329079], [-1.364466, -3.649281, 1.588260]], "forces_ev_per_a": [[0.05, -0.57, 0.20], [-0.63, 0.17, 0.23], [0.24, 0.08, 0.45], [0.16, -0.92, -1.24], [-0.04, 0.17, 1.15], [0.17, 0.28, -0.18], [0.00, 0.09, 0.01], [-0.29, -0.03, 0.05], [0.47, 0.13, -0.35], [-0.03, 0.14, 0.16], [-0.09, 0.17, -0.13], [0.14, 0.11, -0.23], [0.01, 0.09, 0.25], [-0.28, -0.01, -0.06], [0.13, 0.04, -0.30], [0.15, 0.26, 0.34], [-0.05, -0.12, -0.15], [-0.11, -0.06, -0.21]], "nbo_charge": [-0.842, -0.212, -0.411, -0.218, -0.841, 0.350, 0.362, 0.175, 0.174, 0.218, 0.189, 0.188, 0.161, 0.349, 0.358, -0.937, 0.465, 0.471]}